--- 1 ---
The following is a quantum chemistry calculation of 15 unconnected molecules or ions with the total composition C15H60N30O15, from OMol25.

Atoms and positions in Å:
C 0.046 1.627 4.422
O 0.988 1.069 3.972
N 0.046 2.019 5.654
N -1.037 1.856 3.772
H -0.690 2.544 6.096
H 0.917 1.776 6.101
H -1.159 1.899 2.769
H -1.736 2.198 4.414
C 4.256 -2.691 2.494
O 3.292 -1.976 2.720
N 4.977 -3.146 3.494
N 4.692 -3.013 1.323
H 5.840 -3.663 3.435
H 4.707 -2.796 4.401
H 5.412 -3.713 1.238
H 4.093 -2.811 0.534
C -3.241 3.907 2.112
O -2.876 5.102 2.027
N -3.009 3.011 1.223
N -3.655 3.389 3.277
H -3.234 2.141 1.685
H -2.397 3.098 0.416
H -4.259 2.581 3.322
H -3.713 4.051 4.035
C 4.859 -0.493 -2.192
O 4.155 0.181 -2.881
N 6.083 -0.842 -2.524
N 4.464 -1.043 -1.038
H 6.486 -0.514 -3.387
H 6.705 -1.299 -1.876
H 3.467 -1.156 -0.945
H 5.249 -1.468 -0.573
C -0.132 0.236 0.290
O -1.054 1.057 0.556
N 0.194 -0.117 -0.958
N 0.541 -0.295 1.246
H -0.207 0.311 -1.781
H 0.820 -0.908 -0.908
H 0.354 0.264 2.071
H 1.416 -0.767 1.073
C 4.315 1.556 1.545
O 5.340 1.022 1.258
N 3.346 0.834 2.113
N 4.031 2.768 1.201
H 3.550 -0.055 2.543
H 2.542 1.396 2.350
H 4.692 3.149 0.542
H 3.163 3.181 1.498
C -4.529 0.369 -0.487
O -4.689 1.297 -1.318
N -5.550 -0.322 -0.090
N -3.407 -0.142 0.016
H -5.451 -1.082 0.563
H -6.485 -0.131 -0.415
H -3.512 -0.965 0.584
H -2.521 0.335 -0.117
C 0.295 0.829 -4.331
O -0.695 0.554 -3.684
N 1.149 0.000 -4.871
N 0.759 2.078 -4.391
H 1.627 0.489 -5.611
H 1.080 -0.984 -4.667
H 1.599 2.313 -4.894
H 0.170 2.833 -4.070
C -1.259 -3.629 -4.344
O -0.746 -3.371 -5.433
N -1.858 -4.719 -4.001
N -1.117 -2.807 -3.318
H -2.128 -4.907 -3.049
H -2.006 -5.466 -4.661
H -1.579 -2.692 -2.429
H -0.609 -1.959 -3.524
C -3.866 0.568 -5.010
O -5.100 0.687 -5.166
N -3.300 0.457 -3.834
N -3.019 0.305 -6.017
H -2.297 0.524 -3.685
H -3.934 0.332 -3.060
H -2.032 0.156 -5.887
H -3.366 0.244 -6.961
C -2.056 3.695 -2.069
O -1.527 3.536 -0.944
N -1.461 4.363 -3.043
N -3.236 3.361 -2.423
H -1.962 4.642 -3.869
H -0.480 4.574 -2.916
H -3.865 2.719 -1.946
H -3.456 3.476 -3.400
C -3.975 -0.450 3.628
O -4.365 0.706 3.530
N -2.680 -0.877 3.640
N -4.828 -1.399 3.991
H -1.916 -0.236 3.793
H -2.619 -1.882 3.617
H -5.798 -1.235 4.207
H -4.548 -2.367 4.019
C 2.194 3.528 -1.906
O 1.667 4.633 -2.177
N 3.139 3.064 -2.641
N 1.918 2.676 -0.948
H 3.502 3.692 -3.341
H 3.297 2.071 -2.726
H 2.396 1.797 -1.066
H 1.175 2.836 -0.285
C 1.196 -3.364 0.221
O 2.035 -2.577 -0.090
N 0.870 -3.720 1.453
N 0.435 -3.931 -0.675
H 0.034 -4.280 1.472
H 1.218 -3.286 2.292
H 0.645 -3.845 -1.658
H -0.173 -4.716 -0.501
C 0.846 -2.907 5.049
O -0.047 -2.714 5.904
N 1.238 -1.899 4.310
N 1.286 -4.071 4.643
H 1.969 -2.131 3.648
H 0.706 -1.045 4.271
H 2.087 -4.138 4.034
H 0.872 -4.951 4.904

- E_HOMO: -7.83 eV
- LUMO energy: -0.63 eV

--- 2 ---
The following is a quantum chemistry calculation of 15 unconnected molecules or ions with the total composition C15H60N30O15, from OMol25.

Atoms and positions in Å:
C 13.633 14.309 -9.521
O 12.907 15.270 -9.403
N 14.774 14.164 -10.139
N 13.587 13.236 -8.748
H 15.320 13.384 -9.804
H 15.365 14.927 -10.435
H 12.786 13.188 -8.134
H 14.049 12.433 -9.151
C 19.748 16.273 -18.604
O 20.551 15.510 -18.179
N 19.841 17.530 -18.623
N 18.549 15.793 -18.831
H 19.168 18.022 -19.194
H 20.731 17.919 -18.348
H 17.804 16.470 -18.904
H 18.492 14.831 -18.528
C 17.898 20.098 -16.819
O 18.782 19.691 -16.159
N 17.525 19.536 -17.947
N 17.253 21.179 -16.619
H 18.206 18.898 -18.332
H 16.812 20.016 -18.477
H 17.560 21.774 -15.864
H 16.566 21.539 -17.266
C 10.610 13.813 -18.069
O 11.448 14.188 -18.844
N 9.431 13.300 -18.304
N 10.821 13.931 -16.751
H 8.970 13.256 -19.202
H 8.854 13.124 -17.494
H 11.593 14.544 -16.533
H 10.095 13.762 -16.069
C 16.053 17.863 -7.880
O 16.084 18.901 -8.457
N 16.186 17.870 -6.604
N 15.617 16.782 -8.456
H 16.424 18.751 -6.172
H 16.234 17.103 -5.948
H 15.318 16.016 -7.870
H 15.288 16.906 -9.403
C 20.654 17.196 -14.698
O 21.413 16.387 -14.272
N 19.808 17.055 -15.561
N 20.557 18.407 -14.407
H 19.244 17.840 -15.856
H 19.730 16.145 -15.991
H 19.912 19.018 -14.888
H 21.100 18.711 -13.612
C 13.341 20.358 -10.813
O 13.840 21.409 -10.417
N 13.899 19.232 -10.770
N 12.100 20.341 -11.122
H 14.895 19.070 -10.742
H 13.179 18.576 -11.037
H 11.695 21.259 -11.234
H 11.847 19.784 -11.925
C 19.509 16.475 -10.350
O 19.589 15.781 -11.287
N 19.967 16.163 -9.154
N 18.800 17.552 -10.362
H 20.571 15.354 -9.124
H 19.992 16.917 -8.483
H 18.620 17.991 -11.253
H 18.668 17.874 -9.414
C 15.077 12.779 -18.257
O 16.162 12.892 -18.756
N 14.814 12.348 -17.004
N 14.070 13.161 -18.981
H 13.907 12.228 -16.577
H 15.586 12.039 -16.430
H 13.167 13.289 -18.547
H 14.303 13.467 -19.915
C 17.519 20.172 -11.809
O 17.747 19.099 -12.418
N 16.895 20.238 -10.662
N 17.666 21.359 -12.298
H 16.796 19.403 -10.103
H 16.562 21.124 -10.309
H 17.940 21.448 -13.266
H 17.559 22.183 -11.723
C 13.904 16.924 -17.389
O 14.258 16.724 -18.533
N 13.290 18.020 -17.044
N 13.952 15.980 -16.523
H 13.216 18.832 -17.640
H 12.585 17.830 -16.346
H 14.370 15.183 -16.980
H 14.185 16.309 -15.597
C 11.251 17.368 -11.568
O 10.756 18.092 -12.394
N 12.390 16.769 -11.761
N 10.669 16.728 -10.636
H 12.674 16.597 -12.715
H 12.585 16.000 -11.136
H 9.675 16.880 -10.543
H 11.324 16.273 -10.017
C 15.565 16.861 -13.575
O 14.572 16.204 -13.838
N 15.588 17.442 -12.398
N 16.638 16.975 -14.279
H 14.885 17.411 -11.674
H 16.452 17.938 -12.232
H 16.584 16.580 -15.207
H 17.322 17.582 -13.848
C 13.720 12.828 -13.884
O 13.239 11.786 -13.530
N 14.975 12.933 -14.094
N 13.047 13.960 -13.923
H 15.566 12.122 -13.982
H 15.463 13.776 -14.362
H 13.551 14.806 -14.146
H 12.132 13.951 -13.495
C 18.077 13.948 -16.073
O 17.081 14.639 -16.128
N 18.435 13.048 -16.886
N 19.008 14.052 -15.135
H 17.747 12.808 -17.585
H 19.316 12.579 -16.727
H 18.850 14.873 -14.569
H 19.866 13.539 -15.281

- E_HOMO: -8.50 eV
- LUMO energy: -0.01 eV

Result of the stability comparison: 1 is the most stable of them.

--- 1 ---
The following is a quantum chemistry calculation of 2 unconnected molecules or ions with the total composition C2H8S3, from OMol25.

Atoms and positions in Å:
C -3.640 1.183 -0.671
C -2.138 0.810 -0.675
S -1.621 -0.234 -2.081
H -4.012 1.611 0.259
H -4.113 0.214 -0.839
H -3.869 1.900 -1.449
H -1.522 1.704 -0.677
H -1.939 0.146 0.160
H -2.698 -0.295 -2.871
S 6.677 -1.760 3.349
S 7.199 -1.853 1.362
H 5.574 -0.989 3.324
H 6.101 -2.437 0.809

- E_HOMO: -9.05 eV
- SMILES: CCS.SS
- LUMO energy: 0.37 eV

--- 2 ---
The following is a quantum chemistry calculation of 2 unconnected molecules or ions with the total composition C2H8S3, from OMol25.

Atoms and positions in Å:
C 1.336 -0.608 0.538
C 0.483 -1.388 -0.485
S -1.297 -1.315 -0.078
H 2.312 -0.483 0.069
H 0.886 0.376 0.647
H 1.523 -1.201 1.423
H 0.730 -2.446 -0.462
H 0.639 -0.953 -1.467
H -1.766 -1.887 -1.175
S -1.455 3.457 0.891
S -0.782 2.625 -0.899
H -1.285 2.429 1.729
H -1.323 1.394 -0.730

- E_HOMO: -8.66 eV
- SMILES: CCS.SS
- LUMO energy: 0.33 eV

--- 3 ---
The following is a quantum chemistry calculation of 2 unconnected molecules or ions with the total composition C2H8S3, from OMol25.

Atoms and positions in Å:
C -1.368 -2.299 2.716
S -1.148 -1.111 1.337
S -3.064 -0.326 1.228
H -2.106 -3.006 2.407
H -0.354 -2.630 2.903
H -1.826 -1.798 3.543
H -3.335 -0.706 -0.028
C 2.050 2.232 -1.921
S 2.284 0.736 -2.936
H 2.097 1.890 -0.895
H 1.164 2.719 -2.222
H 2.828 2.976 -2.099
H 2.778 1.323 -4.032

- E_HOMO: -8.72 eV
- SMILES: CSS.CS
- LUMO energy: 0.57 eV

Result of the stability comparison: 2 is the most stable of them.

--- 1 ---
The following is a quantum chemistry calculation of 2 unconnected molecules or ions with the total composition CH6S2, from OMol25.

Atoms and positions in Å:
S 3.141 -0.217 -0.445
S 1.551 -1.231 -1.353
H 3.284 0.726 -1.388
H 0.765 -1.079 -0.280
C -1.728 0.360 0.692
H -1.341 0.258 1.699
H -1.117 0.967 0.037
H -1.857 -0.630 0.270
H -2.699 0.845 0.768

- E_HOMO: -9.10 eV
- SMILES: SS.C
- LUMO energy: 0.29 eV

--- 2 ---
The following is a quantum chemistry calculation of 2 unconnected molecules or ions with the total composition CH6S2, from OMol25.

Atoms and positions in Å:
C 0.936 -1.171 1.804
S 1.677 -1.049 0.172
H 0.042 -0.562 1.960
H 0.689 -2.191 2.067
H 1.690 -0.829 2.504
H 0.674 -1.577 -0.539
S -2.140 2.251 -2.128
H -1.915 3.477 -2.618
H -1.653 1.651 -3.222

- E_HOMO: -9.03 eV
- SMILES: CS.S
- LUMO energy: 0.81 eV

Result of the stability comparison: 1 is the most stable of them.

--- 1 ---
The following is a quantum chemistry calculation of 2 unconnected molecules or ions with the total composition C3H10N3O, from OMol25.

Atoms and positions in Å:
C -0.140 -0.655 -0.367
C 0.871 0.373 -0.331
C -2.659 0.205 0.037
N 0.197 -1.868 0.183
N 0.698 1.753 -0.286
N 2.259 -0.130 0.298
O 0.656 -0.259 -1.513
H -2.638 -0.576 0.727
H -3.152 0.109 -0.949
H -2.484 1.174 0.376
H 2.990 0.468 0.554
H -0.370 -2.300 0.937
H 0.417 2.158 0.574
H 0.186 2.356 -0.861
H 0.491 -2.653 -0.434
H 2.516 -0.943 -0.227
H 1.964 -0.614 1.228

- E_HOMO (alpha / beta): -12.36 / -12.65 eV
- Net charge: +1
- LUMO energy (alpha / beta): -4.39 / -3.40 eV

--- 2 ---
The following is a quantum chemistry calculation of a molecular structure, C3H10N3O, from OMol25.

Atoms and positions in Å:
C -0.266 0.174 -0.575
C 1.124 -0.049 0.047
C -1.112 1.350 -0.005
N -1.197 -1.333 -0.008
N 1.843 0.996 -0.113
N 1.645 -1.255 0.147
O 0.040 0.106 -1.706
H -2.163 1.188 -0.166
H -0.923 2.315 -0.520
H -0.957 1.591 1.049
H -2.143 -1.117 0.455
H -1.532 -1.538 -0.908
H 2.880 1.034 -0.202
H 1.374 1.895 -0.353
H -0.826 -2.123 0.371
H 2.664 -1.354 0.439
H 1.128 -2.054 -0.083

- E_HOMO: -13.53 eV
- Net charge: +1
- LUMO energy: -3.16 eV

Result of the stability comparison: 2 is the most stable of them.